Record 1
2 unconnected molecules or ions with the total composition C10H16, computed with the ωB97M-V functional and the def2-TZVPD basis.

Each line ends with the Löwdin charge.
CARTESIAN COORDINATES (ANGSTROEM)
C 0.9393 -0.4258 -3.0082  -0.076
C 1.1415 -0.6157 3.3186  -0.137
C 0.8725 0.8048 2.8881  -0.371
C 2.0483 1.5384 2.3255  -0.170
C -0.7395 0.4649 -1.3264  -0.049
C -0.3683 -0.4423 -2.3605  -0.306
C -1.3556 -1.2854 -2.8398  -0.084
C -2.0891 0.5479 -0.9002  -0.110
C -2.9982 -0.3840 -1.3680  -0.113
C -2.5747 -1.4193 -2.2335  -0.091
H 1.2668 -1.3432 -3.4919  0.074
H 1.8086 -0.2809 -2.2913  0.101
H 0.5709 -1.1234 4.0341  0.039
H 2.0951 -0.6068 3.8802  0.073
H -2.4179 1.4393 -0.1699  0.145
H -0.0297 0.9856 -0.6886  0.093
H 0.4667 1.3993 3.7270  0.098
H 1.4528 -1.3099 2.4573  0.101
H -4.0272 -0.2026 -1.0773  0.094
H 2.7471 0.7192 1.9361  0.088
H 0.8958 0.4354 -3.6855  0.091
H 2.6532 2.1475 3.1329  0.099
H 1.8408 2.3862 1.6656  0.057
H -1.1425 -2.0168 -3.6575  0.126
H 0.0327 0.9612 2.0491  0.125
H -3.0896 -2.3735 -2.3156  0.105

Values from the calculation:
DFT total energy   -10627.7340 eV
Largest force on an atom   0.0758 Eh/bohr
Net charge   0
Energy relative to the best compared isomer or geometry (same formula, charge and spin)   193.9 kJ/mol
HOMO-LUMO gap   9.76 eV



Record 2
A molecular structure, C10H16, computed with the ωB97M-V functional and the def2-TZVPD basis.

Each line ends with the Löwdin charge.
CARTESIAN COORDINATES (ANGSTROEM)
C 0.8419 -1.5771 -0.0536  -0.104
C -2.2197 -0.1897 -1.1534  -0.062
C -0.2173 0.7477 -0.1390  -0.107
C 2.0199 0.0571 1.2971  -0.064
C -0.3233 2.0537 -0.3358  0.010
C 2.3344 0.1386 -1.2466  -0.055
C 1.5367 -0.2814 -0.0805  -0.420
C -2.1058 -0.0991 1.3521  -0.002
C -1.2954 -0.2901 -0.0044  -0.541
C -0.4678 -1.6184 0.0077  -0.040
H -1.2241 -2.4057 0.2734  0.132
H 2.0650 -0.4965 -2.0811  0.091
H 1.4464 -2.4557 0.1671  0.120
H 2.2267 1.1620 -1.4582  0.059
H -2.9921 -0.6334 1.2162  0.049
H -2.3424 -1.1742 -1.5854  0.072
H 3.0809 -0.2573 1.2284  0.077
H -3.2602 0.0534 -0.9125  0.080
H -1.0541 2.7882 -0.0820  0.058
H 3.4060 0.0140 -1.1142  0.082
H 2.0543 1.2814 1.2378  0.135
H -1.7532 0.5958 -1.8886  0.123
H 0.6379 2.5212 -0.2871  0.037
H 1.4140 -0.4146 2.1389  0.108
H -2.2863 0.9814 1.3368  0.086
H -1.5224 -0.5011 2.1669  0.077

Values from the calculation:
DFT total energy   -10625.3529 eV
Largest force on an atom   0.1115 Eh/bohr
Net charge   0
Energy relative to the best compared isomer or geometry (same formula, charge and spin)   423.6 kJ/mol
HOMO-LUMO gap   9.73 eV



Record 3
2 unconnected molecules or ions with the total composition C10H16, computed with the ωB97M-V functional and the def2-TZVPD basis.

Each line ends with the Löwdin charge.
CARTESIAN COORDINATES (ANGSTROEM)
C -0.4191 -2.9212 -0.5362  -0.123
C 0.6802 1.9304 -1.3400  -0.095
C 0.2511 -1.9495 0.4240  -0.323
C 0.6610 1.9351 0.0630  -0.074
C -0.4640 1.6606 -2.0563  -0.097
C -0.2679 1.5686 2.2497  -0.057
C 1.7292 -1.7476 0.0231  -0.117
C -1.6277 1.4596 -1.3200  -0.090
C -1.6948 1.3930 0.0842  -0.041
C -0.5066 1.6793 0.7605  -0.300
H 1.5776 -1.1309 -0.8683  0.063
H -0.0397 -3.9122 -0.3807  0.065
H -2.6228 1.1338 0.5563  0.105
H 0.1865 -2.4091 1.4329  0.100
H -1.5003 -2.8004 -0.5062  0.066
H -1.1282 1.6188 2.9140  0.073
H 0.3753 2.4017 2.5606  0.081
H 2.3911 -1.2061 0.7249  0.067
H -0.3542 1.5243 -3.1267  0.102
H -2.5784 1.3003 -1.8203  0.097
H -0.2664 -1.0163 0.6042  0.066
H 2.3210 -2.6516 -0.0976  0.065
H 0.2353 0.6233 2.4494  0.074
H -0.2101 -2.5635 -1.5701  0.078
H 1.6504 2.1323 -1.7799  0.102
H 1.6216 1.9470 0.5555  0.111

Values from the calculation:
DFT total energy   -10628.9322 eV
Largest force on an atom   0.0505 Eh/bohr
Net charge   0
Energy relative to the best compared isomer or geometry (same formula, charge and spin)   78.3 kJ/mol
HOMO-LUMO gap   10.14 eV



Record 4
2 unconnected molecules or ions with the total composition C10H16, computed with the ωB97M-V functional and the def2-TZVPD basis.

Each line ends with the Löwdin charge.
CARTESIAN COORDINATES (ANGSTROEM)
C -0.4429 1.9114 1.2359  -0.049
C 2.9525 -1.9145 -0.6004  -0.178
C -1.4543 2.0695 -1.1197  -0.208
C -0.3982 -0.8801 1.0077  -0.117
C 2.0483 -2.7552 0.2673  -0.164
C 0.0939 1.0756 2.2204  -0.070
C -1.0493 -0.1408 -0.0069  -0.020
C 0.2063 -0.2949 2.0847  -0.096
C -1.0422 1.2721 0.1574  -0.229
C -2.8191 1.8500 -1.8659  -0.120
H -1.5365 3.1415 -0.8534  0.096
H 2.3347 -3.8183 0.5848  0.098
H -3.5666 2.4105 -1.2316  0.082
H 1.0623 -2.5539 -0.3242  0.077
H -3.0759 0.8525 -2.0614  0.025
H 0.6143 -1.0125 2.6558  0.063
H -2.8139 2.4020 -2.8793  0.092
H -1.7109 -0.5970 -0.7236  0.101
H 0.5264 1.7177 2.9851  0.102
H -0.3212 2.9494 1.2730  0.091
H 2.8386 -2.1609 -1.6876  0.080
H 1.6981 -2.2836 1.2093  0.027
H 3.9222 -2.1638 -0.6114  0.005
H 2.8616 -0.8419 -0.6888  0.070
H -0.5978 1.7426 -1.8954  0.149
H -0.3307 -1.9775 0.8681  0.093

Values from the calculation:
DFT total energy   -10627.0249 eV
Largest force on an atom   0.0824 Eh/bohr
Net charge   0
Energy relative to the best compared isomer or geometry (same formula, charge and spin)   262.3 kJ/mol
HOMO-LUMO gap   9.88 eV



Record 5
2 unconnected molecules or ions with the total composition C10H16, computed with the ωB97M-V functional and the def2-TZVPD basis.

Each line ends with the Löwdin charge.
CARTESIAN COORDINATES (ANGSTROEM)
C 0.9634 0.0372 -2.9815  -0.157
C -0.7479 0.2194 1.3593  -0.256
C -1.8558 0.7297 0.6777  -0.042
C -1.6803 1.7883 -0.1949  -0.084
C -0.2440 -2.1856 2.0276  -0.079
C -0.4039 2.2866 -0.4360  -0.112
C 1.5008 -0.9614 -1.9556  -0.164
C -0.9258 -0.8347 2.4564  -0.177
C 0.7001 1.7390 0.1716  -0.099
C 0.5124 0.7323 1.1177  -0.070
H 0.3293 -2.0610 1.1184  0.051
H 2.5045 -0.6488 -1.6838  0.065
H -1.9858 -1.1017 2.4237  0.094
H -0.5865 -0.3675 3.3708  0.107
H 1.0665 1.0656 -2.6449  0.045
H 1.6986 2.1526 0.0952  0.108
H 1.3283 0.2767 1.6568  0.118
H -2.5179 2.3596 -0.5662  0.101
H 1.6166 -0.0911 -3.8475  0.060
H 1.0442 -0.8937 -0.9698  0.024
H -0.2981 3.1029 -1.1337  0.101
H -1.0124 -2.9564 1.9860  0.066
H 0.4765 -2.4409 2.8118  0.066
H -0.0582 -0.1743 -3.2821  0.062
H -2.8099 0.2258 0.6808  0.107
H 1.3851 -1.9988 -2.2578  0.065

Values from the calculation:
DFT total energy   -10628.9557 eV
Largest force on an atom   0.0521 Eh/bohr
Net charge   0
Energy relative to the best compared isomer or geometry (same formula, charge and spin)   76.0 kJ/mol
HOMO-LUMO gap   10.02 eV



Record 6
2 unconnected molecules or ions with the total composition C10H16, computed with the ωB97M-V functional and the def2-TZVPD basis.

Each line ends with the Löwdin spin population.
CARTESIAN COORDINATES (ANGSTROEM)
C -1.8289 -0.7689 -2.0361  0.095
C 0.8515 -1.2795 -2.5359  0.150
C 0.4274 -0.0015 -2.0338  0.267
C -0.9316 0.1997 -1.6766  0.049
C -0.0683 -2.2358 -2.8640  0.029
C -1.4244 -2.0287 -2.5881  0.298
C 0.1947 1.9481 2.2072  0.000
C 1.4783 0.8830 -1.4628  0.059
C -0.6117 -0.2698 3.3943  0.000
C 0.5628 0.6421 2.9437  0.000
H 2.1678 1.2816 -2.2051  0.017
H -1.2802 1.1543 -1.3133  -0.001
H -2.8696 -0.4804 -1.9337  0.001
H -0.6447 -1.1301 2.7242  0.000
H 2.0525 0.2620 -0.7713  0.023
H 0.7430 1.9957 1.2660  0.000
H 0.2246 -3.1871 -3.2860  -0.002
H -1.5522 0.2688 3.3973  0.000
H 1.0823 1.7034 -0.8705  0.000
H 0.5493 2.7996 2.7801  0.000
H -2.2090 -2.7524 -2.7496  0.013
H 1.8739 -1.4345 -2.8001  0.003
H 1.1696 0.9229 3.8017  0.000
H -0.3214 -0.6872 4.3562  0.000
H -0.8540 2.1235 1.9726  0.000
H 1.2183 0.0713 2.2838  0.000

Values from the calculation:
Expectation value of S²   0.7687
DFT total energy   -10620.3109 eV
Largest force on an atom   0.0469 Eh/bohr
Multiplicity   2
Net charge   +1
Energy relative to the best compared isomer or geometry (same formula, charge and spin)   54.3 kJ/mol
HOMO-LUMO gap (spin up / spin down)   9.17 / 5.43 eV



Record 7
2 unconnected molecules or ions with the total composition C10H16, computed with the ωB97M-V functional and the def2-TZVPD basis.

Each line ends with the Löwdin spin population.
CARTESIAN COORDINATES (ANGSTROEM)
C 1.0031 0.6411 -1.7880  0.030
C 0.1500 -2.4054 1.4600  0.000
C 0.4549 1.5684 0.4014  0.274
C -0.3033 -2.5396 -0.0051  0.000
C 0.5483 1.4865 1.9108  0.058
C -0.2122 2.7755 -1.5391  0.088
C 1.0483 0.5472 -0.4502  0.122
C 0.3239 1.7661 -2.3259  0.292
C -1.5496 -1.8134 -0.4057  0.002
C -0.0814 2.7468 -0.1340  0.083
H -2.1047 -2.3264 -1.1816  0.000
H 0.5615 -2.4390 -0.6902  0.000
H -0.4907 -1.6372 1.9681  0.000
H 0.0898 0.5884 2.3246  0.014
H -0.2705 3.6940 0.3348  0.000
H 1.4202 -0.0397 -2.5101  -0.002
H -2.2942 -1.6282 0.3740  0.000
H 0.2889 1.9369 -3.3986  0.012
H 0.0874 2.3256 2.4185  0.000
H 1.4404 -0.3421 0.0414  0.002
H -0.4904 -3.6156 -0.1385  0.000
H -0.8746 3.5845 -1.8212  0.000
H 1.6319 1.4053 2.0592  0.025
H -1.3018 -0.7744 -0.7109  0.001
H 1.1719 -2.2461 1.7876  0.000
H -0.2473 -3.2590 2.0186  0.000

Values from the calculation:
Expectation value of S²   0.7676
DFT total energy   -10619.9540 eV
Largest force on an atom   0.0688 Eh/bohr
Multiplicity   2
Net charge   +1
Energy relative to the best compared isomer or geometry (same formula, charge and spin)   88.7 kJ/mol
HOMO-LUMO gap (spin up / spin down)   9.72 / 5.73 eV



Record 8
A molecular structure, C10H16AsF6FeN2O3S, computed with the ωB97M-V functional and the def2-TZVPD basis.

Each line ends with the Löwdin spin population.
CARTESIAN COORDINATES (ANGSTROEM)
As -1.1439 -2.4202 1.8970  0.000
Fe -1.1303 0.1382 -0.0315  4.018
S -1.6451 -1.4219 -2.1518  0.092
F 0.1817 -2.8259 2.9024  0.000
F -1.1478 -3.9388 1.1159  0.000
F -2.3371 -2.8600 3.0321  0.000
F -2.3571 -1.7767 0.7801  0.024
F 0.0028 -1.7891 0.6499  0.024
F -1.1088 -0.7552 2.5324  0.012
O 2.5645 0.2612 -1.5617  0.012
O 0.4094 0.6179 -1.1710  0.098
O 0.5953 0.8008 1.3139  0.042
N 0.4583 -0.7955 -3.6661  0.014
N 0.8411 -2.3337 -2.0212  0.012
C -1.8931 2.2155 0.8342  0.147
C 2.4981 2.1828 0.8064  0.001
C -3.2730 0.8977 -0.4161  0.110
C -0.0032 -1.5178 -2.6379  0.022
C 2.7777 -0.2742 1.3053  0.001
C 1.6355 0.5136 -0.8059  0.009
C -1.6095 2.4635 -0.5274  0.113
C -2.4521 1.6565 -1.3016  0.142
C -2.9246 1.2463 0.9017  0.079
C 1.8964 0.7896 0.6788  0.003
H -2.4525 1.5737 -2.3744  0.004
H 0.6216 0.3017 2.1392  0.001
H 3.7228 -0.3340 0.7679  0.000
H -1.3858 2.6521 1.6767  0.006
H -0.1607 -0.0636 -3.9719  0.000
H -4.0107 0.1666 -0.7023  0.004
H 2.9864 -0.0152 2.3448  0.000
H -0.8301 3.1029 -0.9044  0.004
H 0.5095 -2.8089 -1.1979  0.000
H 1.8348 -2.2518 -2.1728  0.000
H 1.8146 2.9300 0.4051  0.000
H 2.6948 2.4153 1.8524  0.000
H 1.4421 -0.5553 -3.6471  0.001
H -3.3493 0.8309 1.8005  0.004
H 3.4324 2.2316 0.2504  0.000
H 2.2952 -1.2506 1.2759  0.000

Values from the calculation:
Expectation value of S²   8.7639
DFT total energy   -142123.4168 eV
Largest force on an atom   0.0134 Eh/bohr
Multiplicity   6
Net charge   0
HOMO-LUMO gap (spin up / spin down)   9.18 / 7.48 eV



Record 9
A molecular structure, C10H16BeN2PSe, computed with the ωB97M-V functional and the def2-TZVPD basis.

Each line ends with the Löwdin charge.
CARTESIAN COORDINATES (ANGSTROEM)
Se -1.5352 -0.4552 -0.0880  0.807
P 1.9118 -0.8904 -0.4474  0.803
N -0.2479 1.3362 1.8131  -0.127
N -1.3238 -0.2806 2.7762  -0.151
C 0.2189 1.0268 -2.2365  -0.278
C -2.1457 -1.4396 3.0262  -0.064
C 0.3044 2.2281 0.8232  -0.048
C -0.1299 1.5258 3.1743  -0.064
C -0.9861 0.2093 1.5312  -0.665
C 0.3053 0.8629 -3.5635  -0.318
C 0.3774 -1.8940 -2.3511  -0.343
C 0.4678 -0.3535 -4.2501  -0.240
C 0.4645 -1.6285 -3.6664  -0.319
C -0.8033 0.5146 3.7778  -0.072
Be 0.2641 -0.4532 -1.7841  -0.389
H 0.4103 2.3653 3.5763  0.110
H 0.5586 -2.4608 -4.3845  0.073
H 2.9298 -1.6398 -1.0802  -0.098
H -1.5851 -2.1881 3.6006  0.091
H -2.4464 -1.8626 2.0645  0.032
H 0.2961 -2.8895 -1.9252  0.012
H -3.0364 -1.1581 3.6034  0.090
H 1.7531 -1.7289 0.6870  -0.131
H 0.6689 3.1171 1.3474  0.089
H 0.0170 1.9818 -1.7738  -0.010
H -0.9654 0.2950 4.8182  0.109
H 0.5890 -0.2962 -5.3376  0.051
H 2.7431 0.1309 0.0935  -0.150
H -0.4687 2.5157 0.1067  0.079
H 1.1334 1.7562 0.2843  0.048
H 0.2602 1.7532 -4.2155  0.072

Values from the calculation:
DFT total energy   -88642.4487 eV
Largest force on an atom   0.0623 Eh/bohr
Net charge   -1
Energy relative to the best compared isomer or geometry (same formula, charge and spin)   92.4 kJ/mol
HOMO-LUMO gap   3.50 eV